1.
Computed, not measured: a structure of composition C32H43CrFN2O2 at a distorted geometry, with wB97M-V/def2-TZVPD.

The geometry in XYZ format:
```
81
Properties=species:S:1:pos:R:3:forces:R:3
Cr 0.393 -0.542 0.664 1.0394 0.6042 0.8478
F 0.636 1.265 2.070 -0.2674 -0.1767 -0.1541
O 0.505 -1.942 1.833 -0.6365 -0.8554 0.5004
O 1.415 -3.361 3.320 -0.0959 -0.1089 0.1207
N 2.491 -0.656 1.324 0.2112 -0.1405 -0.2663
N 0.895 0.786 -0.524 -0.1070 0.1724 -0.7732
C 0.959 -0.141 -2.855 0.0116 0.0301 0.0672
C 1.876 -1.308 -2.528 -0.0299 0.0011 0.2041
C 2.809 -1.951 1.951 0.0749 -0.0290 0.0134
C 2.261 2.995 2.109 -0.0053 0.0846 0.1083
C 3.396 3.516 0.054 0.0485 0.0005 0.1031
C -2.234 -1.906 2.865 0.0055 -0.1890 0.1534
C -2.290 -4.377 2.433 0.0166 0.0691 0.0388
C -0.491 3.231 -1.587 -0.1239 0.0050 -0.1299
C -2.183 -0.595 2.436 0.0198 0.1946 0.0679
C -2.031 -2.711 0.571 0.0361 -0.1497 -0.1300
C 0.591 0.880 -1.955 0.2148 0.2847 0.3212
C 2.650 2.560 -0.622 0.2045 -0.0296 -0.0843
C -1.963 3.646 -1.788 0.0603 -0.0253 0.0392
C -2.191 -2.962 1.923 0.0328 -0.1006 0.1718
C 3.209 3.740 1.413 -0.0017 -0.0205 -0.0882
C -0.503 2.044 -3.762 -0.0352 -0.0300 -0.0825
C -2.189 -1.057 -1.360 0.0205 -0.0392 0.0854
C -1.914 -3.873 -0.394 -0.0164 0.0512 0.0750
C -2.286 -2.259 4.335 0.0064 -0.0254 -0.1218
C 3.292 -0.826 -2.195 -0.0591 -0.2603 -0.0490
C -2.003 -0.320 1.057 -0.2066 -0.0062 -0.1860
C -1.960 -1.377 0.113 -0.1560 0.2319 -0.0962
C -2.206 1.096 0.570 -0.0664 0.0394 0.0948
C 1.277 -2.301 -1.531 0.0105 -0.0563 -0.4122
C 1.510 -2.514 2.483 -0.2287 0.3579 -0.4775
C -0.215 1.011 -4.633 -0.0415 0.0458 -0.0246
C 0.520 -0.065 -4.173 0.0669 0.0059 -0.0381
C 1.545 2.067 1.400 0.0175 0.0565 0.2932
C 1.696 1.807 0.050 -0.3385 -0.3179 -0.4292
C 0.398 4.431 -1.939 0.0432 0.0202 -0.0166
C -2.393 0.567 3.380 0.1006 -0.0148 -0.0512
C -0.124 2.007 -2.423 0.0879 0.0197 0.0436
H 1.974 -1.875 -3.452 -0.0464 -0.0403 -0.0963
H 3.960 -1.670 -2.003 -0.0564 0.0815 0.0370
H -2.871 -4.385 -0.529 0.0348 0.0226 -0.0009
H -1.603 -3.085 4.540 -0.0418 0.0342 0.0018
H 3.701 -0.263 -3.034 -0.0157 -0.0165 0.0001
H -2.969 -0.300 -1.454 0.0201 -0.0156 -0.0005
H -0.343 2.999 -0.536 -0.0531 -0.0349 0.1393
H -2.781 0.241 4.339 -0.0075 0.0129 -0.0025
H -0.540 1.053 -5.665 0.0235 0.0014 0.0715
H -1.981 -1.429 4.967 -0.0054 -0.0320 -0.0231
H -1.569 -3.563 -1.376 -0.0272 -0.0110 0.0311
H -2.291 4.280 -0.960 0.0467 -0.0297 -0.0745
H 2.077 3.131 3.169 0.0295 -0.0083 -0.1011
H 0.346 -2.724 -1.909 0.0825 0.0200 -0.0054
H -2.639 2.792 -1.853 0.0365 0.0017 0.0448
H 1.965 -3.119 -1.300 -0.0433 0.0559 -0.0097
H 3.298 -0.157 -1.343 0.0406 0.1759 0.2204
H -1.049 2.908 -4.128 0.0426 -0.0838 0.0401
H 1.440 4.280 -1.655 -0.1881 0.0711 -0.1055
H -1.312 -0.678 -1.889 -0.0783 -0.0225 0.0271
H 0.364 4.625 -3.014 -0.0268 0.0157 0.0412
H -2.080 4.229 -2.706 -0.0019 -0.0556 0.0748
H 1.044 -1.850 -0.567 0.0760 -0.0850 0.2378
H -1.744 1.829 1.231 -0.0135 -0.0089 -0.0297
H 3.795 4.485 1.935 -0.0297 -0.0233 -0.0315
H -1.470 1.128 3.565 -0.0755 -0.0635 -0.0252
H 0.037 5.325 -1.425 0.0116 -0.0313 -0.0126
H -1.800 1.234 -0.422 0.0359 0.0660 -0.1480
H -3.277 1.325 0.524 0.0406 -0.0093 0.0191
H -1.204 -4.611 -0.018 -0.0163 0.0263 -0.0038
H 0.793 -0.859 -4.861 -0.0299 0.0520 0.0640
H 2.788 2.401 -1.684 0.0213 -0.0259 0.0237
H -3.037 -4.454 3.224 0.0369 -0.0033 -0.0347
H 3.191 -2.654 1.211 0.0300 0.0369 -0.0782
H 2.718 0.081 1.980 -0.0870 0.1594 0.0694
H -2.540 -1.934 -1.895 0.0044 -0.0019 0.0031
H -2.561 -5.083 1.653 0.0059 0.0175 0.0124
H 4.131 4.096 -0.491 -0.0237 -0.0288 0.0358
H 3.541 -1.871 2.747 0.0896 0.0484 0.0473
H -3.117 1.269 2.964 0.0101 -0.0103 0.0175
H -3.287 -2.572 4.648 0.0644 0.0165 -0.0356
H 3.083 -0.491 0.523 0.2054 0.0217 -0.1423
H -1.331 -4.690 2.862 -0.0348 0.0045 -0.0368
```
Positions in Å, forces in eV/Å.

As for the highest occupied orbital energy (spin up / spin down): -0.410 / -0.408 Eh. The energy is -2649.29736 a.u. The spin multiplicity is 2. As for the total charge: +1. The calculation puts the energy above the lowest of the compared OMol25 structures with the same formula, charge and spin at 0.0 kJ/mol. The expectation value of S² is 0.80.

---

2.
Computed, not measured: a cluster of 2 separate species, C2H6O3 in total at a distorted geometry, with wB97M-V/def2-TZVPD.

The geometry in XYZ format:
```
11
Properties=species:S:1:pos:R:3:forces:R:3
O -0.661 -1.984 -0.090 1.6279 -0.3557 3.0169
O 0.638 -2.027 1.737 0.4803 -0.1594 0.8077
O 0.760 1.379 -0.398 2.1007 1.1582 -1.8462
C -0.595 1.358 -0.085 0.8441 -1.9643 0.9287
C 0.573 -1.757 0.601 -0.1552 1.4568 -3.5673
H 0.950 2.283 -0.720 0.2411 -0.8316 0.2864
H 1.449 -1.171 -0.104 -2.3508 -1.6758 1.8252
H -0.544 1.745 0.912 -1.7948 1.0511 0.4849
H -0.765 0.296 0.052 -0.7600 -0.0247 -0.0021
H -1.199 1.690 -0.906 -0.7231 0.8115 0.1637
H -0.605 -1.812 -0.999 0.4897 0.5340 -2.0979
```
Positions in Å, forces in eV/Å.

As for the highest occupied orbital energy: -0.389 Eh. The energy is -305.46763 a.u. The calculation puts the energy above the lowest of the compared OMol25 structures with the same formula, charge and spin at 222.9 kJ/mol.

---

3.
Computed, not measured: a cluster of 9 separate species, C15H48O9 in total at a distorted geometry, with wB97M-V/def2-TZVPD.

The geometry in XYZ format:
```
72
Properties=species:S:1:pos:R:3:forces:R:3
O 0.338 3.375 -1.609 0.4011 -0.1873 -0.0071
O 2.494 0.991 4.092 -1.2511 -1.0780 0.0842
O 0.152 -1.117 -3.791 -0.3703 1.0086 0.9279
O -0.114 -3.257 0.796 -0.7232 0.1347 -1.0016
O 1.989 1.195 -2.588 0.0482 -0.5262 0.2481
O -1.973 -1.101 1.478 1.6383 -1.3410 0.4770
O 1.651 -0.235 1.528 -0.0882 -0.1525 -0.8435
O -1.342 -1.840 3.951 -0.8637 0.8922 -0.8786
O -0.061 1.837 0.867 -1.5319 1.6066 0.2868
C -1.818 4.351 -1.763 0.2895 -0.8552 1.2561
C -3.578 0.273 0.649 -0.0187 1.6960 -1.0895
C 0.662 -3.316 1.968 -0.4057 0.3972 1.1696
C 0.353 -2.149 -2.854 1.4194 -0.4882 1.0408
C -1.248 2.199 -2.991 0.8114 -0.2787 -0.4243
C 1.889 -2.255 -2.638 -0.5284 -1.5965 1.1050
C -0.776 3.573 -2.476 0.7180 -0.9756 -1.1896
C 2.500 -0.923 0.620 0.5877 0.6490 -1.1202
C -3.144 -1.924 -0.460 0.3075 -0.3608 -0.8168
C -0.714 -0.767 4.614 0.1237 -0.4097 0.6037
C -2.548 -0.738 0.259 -0.8805 0.4199 0.2937
C 3.400 1.739 4.816 1.2208 0.7053 1.6146
C -0.382 -3.339 -3.412 -0.3295 0.2247 0.0625
C -0.545 2.347 2.123 -1.4289 0.4965 -1.1092
C 2.509 1.393 -3.876 0.0858 0.4474 -0.6291
H -0.520 1.737 -3.677 0.1372 0.3520 0.2751
H 2.366 -2.479 -3.552 0.5213 -0.3244 -1.3594
H -1.461 -0.115 5.148 0.8330 -0.3265 -0.5416
H -1.253 -1.761 1.310 -0.5932 0.5135 0.0615
H -1.804 -0.222 -0.366 -0.0264 -0.2434 -0.0491
H -1.309 5.251 -1.388 -0.8234 0.0028 -0.1212
H -1.346 3.097 1.895 0.7106 -0.5097 -0.1028
H 1.903 -1.589 0.034 -0.5449 -0.3108 -0.3276
H -3.884 0.749 -0.298 -0.3713 -0.0067 0.3644
H -2.152 3.706 -0.917 0.0956 0.6466 -0.2320
H 3.915 1.190 5.656 -0.7693 0.3144 -0.6331
H 1.585 -3.837 1.808 0.6978 -0.2434 -0.2725
H -3.095 1.074 1.230 -0.2123 -0.3105 -0.0189
H -0.405 4.167 -3.353 -0.1005 -0.4748 0.7316
H -3.842 -2.523 0.116 -0.0496 0.1869 0.5236
H 0.555 1.135 0.996 0.9545 -1.1990 0.4987
H 2.144 -3.132 -1.951 -0.2912 1.2962 -0.5298
H -1.857 -1.405 3.231 0.2114 -0.7727 0.3127
H -0.032 -3.704 -4.372 0.1436 0.3506 -0.2836
H 1.705 1.396 -4.628 0.1202 0.4329 0.0388
H -2.659 4.459 -2.412 -0.6303 0.7784 -0.3017
H 3.092 -0.299 -0.112 -0.8624 -0.0220 0.8315
H -0.111 -1.310 5.344 0.2367 0.6106 0.4021
H -0.322 -4.166 -2.748 0.0507 -0.8122 0.7830
H 4.172 1.956 4.129 1.0325 0.5735 -0.6850
H 3.109 0.537 -4.159 0.3330 -0.1854 0.2359
H 0.500 -0.338 -3.326 -0.0034 0.2550 -0.4629
H -0.754 -3.981 0.751 0.3877 0.1612 0.1515
H 0.856 -2.264 2.281 -0.1123 -0.9386 -0.0564
H 0.047 2.858 -0.829 0.1006 0.1854 -0.0583
H 1.486 1.977 -2.330 -0.2118 0.3924 0.2241
H 2.331 -1.311 -2.301 -0.3496 -0.2106 0.2914
H 0.194 2.878 2.685 0.7684 0.1183 0.3414
H -1.065 1.625 2.758 0.3814 -0.4210 -0.1865
H -0.032 -0.199 3.940 -0.5686 -0.0627 0.3415
H -3.690 -1.635 -1.371 0.3995 0.0424 0.1433
H 3.223 -1.524 1.122 0.5576 -0.5258 0.7085
H -4.452 -0.095 1.174 0.0089 -0.3237 0.0866
H 1.975 0.478 4.723 -0.1782 0.0308 -0.3155
H 3.138 2.313 -3.939 -0.4927 -0.5588 -0.0743
H 0.110 -3.858 2.746 0.1818 0.3807 0.1004
H -1.374 1.451 -2.204 -0.1853 0.3018 0.2647
H 3.014 2.708 5.204 -0.0771 -0.6317 -0.1627
H -1.438 -3.046 -3.476 0.2137 -0.1744 -0.2142
H -2.308 -2.574 -0.728 -0.1392 -0.1694 -0.3114
H 2.191 0.096 2.233 0.4358 0.5602 0.8704
H -2.132 2.225 -3.599 -0.7768 0.2985 -0.0647
H -0.005 -2.005 -1.782 -0.3750 0.5444 -1.2780
```
Positions in Å, forces in eV/Å.

As for the highest occupied orbital energy: -0.352 Eh. The energy is -1277.34717 a.u. The calculation puts the energy above the lowest of the compared OMol25 structures with the same formula, charge and spin at 346.7 kJ/mol.

---

4.
Computed, not measured: a cluster of 2 separate species, C3H5O3 in total at a distorted geometry, with wB97M-V/def2-TZVPD.

The geometry in XYZ format:
```
11
Properties=species:S:1:pos:R:3:forces:R:3
O -1.294 -0.141 0.117 0.1244 0.1928 0.1687
O -2.466 0.566 1.901 -0.0134 0.0608 -0.0512
O 0.974 -0.922 -0.339 0.4097 0.2865 -0.4914
C -1.427 0.244 1.326 -0.3366 -0.0774 0.1250
C 1.393 -0.181 -1.383 -0.1367 -0.3113 1.4383
C 2.550 0.493 -1.402 0.3404 0.1513 -0.9774
H 2.726 1.281 -2.131 -0.0377 -0.4663 -0.3832
H 0.660 -0.172 -2.184 -0.0640 0.7401 -0.2489
H 3.413 0.254 -0.797 -0.3769 0.1408 0.6937
H -0.024 -0.505 -0.096 -0.0667 -0.7349 -0.2351
H -0.489 0.263 1.923 0.1575 0.0176 -0.0386
```
Positions in Å, forces in eV/Å.

As for the highest occupied orbital energy: -0.169 Eh. The energy is -343.06897 a.u. As for the total charge: -1. The calculation puts the energy above the lowest of the compared OMol25 structures with the same formula, charge and spin at 50.2 kJ/mol.

---

5.
Computed, not measured: a cluster of 3 separate species, C25H54N7O2P2S in total at a distorted geometry, with wB97M-V/def2-TZVPD.

The geometry in XYZ format:
```
91
Properties=species:S:1:pos:R:3:forces:R:3
S -0.838 -0.337 -6.663 0.7445 -0.0379 -0.3334
P -2.369 3.601 0.008 -5.1512 -5.7228 -3.1634
P -0.792 -0.216 6.062 7.7435 -0.3369 -3.1566
O -1.112 0.875 5.012 -4.4187 -0.3985 1.8184
O -1.974 3.995 -1.436 2.4093 3.4014 2.2887
N 0.402 0.788 6.762 0.4965 1.9603 1.2634
N 0.698 -2.591 -6.848 1.3067 -3.7982 2.1345
N -4.056 3.602 -0.433 -1.7863 0.6296 -0.2080
N -1.684 2.049 -0.213 2.1083 -1.5180 -0.3915
N -0.099 -1.231 4.824 0.0547 -1.4342 -1.3870
N -0.424 -1.471 7.270 -2.0719 0.6602 0.5178
N -2.823 3.149 1.669 1.6579 1.5765 0.0989
C -0.012 -4.910 -5.434 3.2196 3.1074 -1.0125
C 0.297 0.655 -5.530 1.0255 1.4815 0.6263
C -0.844 -1.194 8.641 -0.3093 0.3466 0.0331
C 1.516 -5.068 -4.845 -1.3059 3.9435 -3.2999
C 5.895 -1.036 -6.795 1.6256 -0.8528 0.6524
C 4.510 -1.275 -5.892 1.2636 0.4429 0.0903
C 1.337 -1.293 4.522 -0.2740 -0.2460 0.4365
C -1.729 3.020 2.627 0.4532 0.1891 -0.1062
C 8.037 -2.623 -5.239 -7.2563 5.2827 -4.7433
C 0.468 -2.611 7.206 -0.5770 -1.1794 -0.6237
C 2.609 -3.908 -5.349 -3.7383 -0.5463 -0.7812
C -4.805 2.398 -0.820 0.1423 0.2114 0.5689
C -0.763 -1.128 3.499 -0.0408 0.0360 0.5074
C -0.350 -3.639 -6.418 2.7020 -1.7385 1.8793
C -0.219 2.022 -0.206 0.1366 0.4892 -0.4378
C 3.252 -1.557 -6.903 -0.0316 0.3206 -0.3452
C -0.125 1.905 7.552 -0.4447 0.3915 -0.4110
C 1.768 0.500 7.150 0.0468 -0.6407 0.2929
C -4.059 2.608 2.197 -1.0415 1.0448 0.3133
C 2.166 -2.667 -6.379 -1.6891 -2.5157 1.6418
C -0.086 0.566 -3.938 0.9187 0.0770 0.7056
C -4.429 4.624 -1.445 0.2773 -0.0849 0.3091
C -2.212 0.735 0.087 -0.3573 0.0518 0.6558
C 0.162 -1.491 -7.764 -0.2620 0.2069 -0.5707
C 7.151 -1.837 -6.035 4.9513 -5.3692 5.8450
H -0.528 -1.995 2.868 0.1416 -0.0561 0.3415
H -1.318 2.007 2.638 -0.0393 -0.0931 0.1359
H 3.687 -1.948 -7.936 -1.0033 0.5954 2.1726
H 1.535 -2.026 3.730 -0.3387 0.1490 -0.0270
H -1.844 -1.092 3.605 -0.0199 0.1079 -0.0182
H 2.338 0.006 6.371 -0.2042 -0.2170 -0.0242
H -0.431 -0.234 2.961 -0.1112 0.0548 -0.0381
H -0.738 -0.374 -3.647 1.1887 2.0837 -0.7517
H 0.187 1.076 -0.580 -0.2775 -0.0253 0.0608
H 3.711 -4.043 -4.940 -2.5565 0.6467 -1.2008
H -4.159 4.295 -2.454 0.0710 0.1266 -0.0168
H 4.756 -2.139 -5.143 -0.7031 1.6311 -1.5963
H 0.190 2.804 -0.856 -0.1783 0.0397 0.1161
H 1.721 -0.326 4.191 0.1322 0.1775 -0.0566
H -4.111 2.705 3.289 0.3833 0.1013 -0.1307
H 0.983 -0.964 -8.410 -1.3424 -1.2187 1.6009
H 1.925 -1.653 5.354 0.0867 0.1292 0.2644
H 8.462 -3.305 -4.356 -0.9368 2.0004 -2.6716
H -1.080 -2.109 9.195 0.0217 0.0400 -0.2282
H 2.775 -0.490 -7.143 0.6559 -2.6289 0.5717
H -0.912 2.435 7.003 0.0482 -0.2111 -0.0022
H -5.856 2.642 -1.019 0.2451 0.2785 -0.0740
H 0.171 1.789 -5.856 0.3173 -2.5084 0.5221
H -0.555 1.557 8.495 0.0584 0.1608 0.2286
H 0.256 -3.337 8.001 -0.2251 0.3116 0.0538
H -0.071 -0.660 9.199 0.1035 0.0198 0.0720
H 1.834 -0.095 8.064 0.2115 -0.1449 0.2405
H 4.400 -0.276 -5.251 -0.2026 -2.3322 -1.4202
H -0.924 3.718 2.380 0.0011 -0.1288 0.0042
H 1.805 -5.955 -4.116 -0.5700 2.1629 -1.7571
H -1.630 -0.051 -0.410 0.2787 0.3733 0.0406
H 1.514 -2.320 7.335 -0.0016 0.2085 -0.1096
H -0.837 -5.691 -5.134 1.7125 1.9159 -0.8320
H -0.546 1.589 -3.549 0.6786 -2.4102 -0.9222
H 0.178 2.183 0.800 0.2362 -0.1707 0.0765
H -4.939 3.147 1.839 0.1874 -0.1915 -0.2724
H -3.939 5.572 -1.242 0.0652 -0.0251 -0.0788
H -2.042 3.260 3.649 -0.0515 -0.0597 -0.2196
H 6.188 0.100 -6.884 -0.6291 -2.3737 0.2277
H -5.510 4.811 -1.441 0.1108 -0.2345 0.2947
H -4.860 1.666 -0.027 0.2020 -0.2032 0.1329
H 0.949 0.457 -3.352 -2.2738 0.1809 -1.2202
H -2.206 0.507 1.155 -0.0627 -0.2389 0.2458
H -4.164 1.542 1.983 0.1064 -0.0169 -0.2055
H -4.388 1.937 -1.718 0.0578 -0.1512 -0.1997
H -3.215 0.579 -0.297 -0.1154 0.2566 0.1366
H -1.464 -3.534 -6.826 2.8980 0.0722 0.8683
H -0.599 -1.980 -8.541 1.6091 1.0813 1.9354
H -1.755 -0.589 8.643 0.1605 0.0171 0.0858
H 0.352 -3.184 6.283 0.1382 0.3491 -0.0408
H 5.828 -1.497 -7.869 0.0413 0.8744 2.0795
H 2.334 1.422 7.329 -0.4869 0.0545 0.0385
H 0.638 2.654 7.785 0.0596 -0.2786 -0.1249
H 1.439 0.395 -5.649 -2.4059 0.2870 -0.0163
```
Positions in Å, forces in eV/Å.

As for the highest occupied orbital energy: -0.334 Eh. The energy is -2598.58943 a.u. As for the total charge: +1.

---

6.
Computed, not measured: a structure of composition C5H6LiO5 at a distorted geometry, with wB97M-V/def2-TZVPD.

The geometry in XYZ format:
```
17
Properties=species:S:1:pos:R:3:forces:R:3
O -2.330 -1.194 0.132 0.3450 0.4069 0.0200
O 1.793 -0.799 1.574 -0.7567 0.6791 -0.0885
O -1.833 0.325 1.745 0.4361 0.2777 0.0845
O -0.389 0.100 0.014 -0.1398 -0.4845 0.4407
O 0.462 2.414 0.710 0.0691 -0.2762 -0.9299
C -1.707 -0.326 0.710 0.0066 -0.5703 -0.3122
C 1.158 -1.641 0.701 -0.0353 -0.2690 0.1420
C 0.485 -0.922 -0.475 0.1687 -0.4345 -0.2805
C 0.085 2.017 -0.350 -0.4477 0.7343 0.8204
C -0.351 2.022 -1.598 -0.1668 -0.1947 -0.3336
Li 0.400 0.652 1.761 0.2833 -0.6680 -0.0279
H -0.386 2.959 -2.152 0.1897 -0.2868 0.1829
H 0.356 -2.251 1.192 0.1231 0.0929 -0.1310
H -0.066 -1.623 -1.124 -0.0406 0.1706 0.2113
H 1.832 -2.399 0.227 -0.0259 0.1205 0.0734
H 1.247 -0.417 -1.090 -0.1841 0.0270 0.2156
H -0.756 1.082 -1.974 0.1754 0.6751 -0.0871
```
Positions in Å, forces in eV/Å.

As for the highest occupied orbital energy: -0.145 Eh. The energy is -577.94053 a.u. As for the total charge: -1. The calculation puts the energy above the lowest of the compared OMol25 structures with the same formula, charge and spin at 22.9 kJ/mol.